Here is 9 unconnected molecules or ions with the total composition C35H78N2O27S11 in a non-equilibrium geometry from the OMol25 dataset. Energies are from ωB97M-V/def2-TZVPD.

- Lowest unoccupied orbital energy: -0.0558 Ha
- Highest occupied orbital energy: -8.75 eV
- F_max: 5.34 eV/Å
- HOMO-LUMO gap: 0.2658 Ha

XYZ file:
```
153
Properties=species:S:1:pos:R:3:forces:R:3:mulliken_charge:R:1
O 2.090 -2.357 -0.015 -0.19 2.54 -2.49 -0.506
S 2.189 -1.276 -1.059 3.12 -1.23 2.47 0.909
O 3.496 -0.513 -1.078 -3.57 -1.93 -0.80 -0.645
C 1.763 -2.079 -2.693 -1.97 -0.68 -0.87 -0.685
C 0.162 -2.358 -2.624 -0.75 1.28 -0.58 0.034
C -0.844 -1.326 -3.170 -0.74 -3.73 2.47 0.037
S -0.365 0.284 -3.965 -0.48 -0.92 0.74 0.024
C -2.394 -1.655 -3.021 1.25 -3.32 1.81 -0.193
C -2.883 -2.950 -2.343 1.92 1.63 -1.02 0.227
C -4.417 -3.341 -2.109 0.28 0.59 0.53 -0.591
C -5.471 -2.177 -2.479 -0.16 -0.94 0.06 -0.696
C -5.541 -0.988 -1.396 -0.49 -0.06 -0.26 -0.269
C -4.998 0.434 -1.908 0.54 -0.20 0.48 -0.467
O -5.470 0.697 -3.275 1.28 -0.22 0.77 -0.547
C -1.802 -3.985 -1.826 2.63 -1.74 0.90 0.179
N -1.970 -5.264 -1.190 1.25 2.64 -1.09 -0.570
S -0.461 -5.985 -0.769 -1.30 4.55 -2.48 0.185
N 0.598 -4.757 -1.388 -3.93 1.95 -1.20 -0.582
C -0.245 -3.733 -1.938 -1.32 0.12 0.02 0.502
H 1.143 -0.366 -0.783 0.72 -0.76 -0.72 0.170
H 2.237 -3.125 -2.807 -0.34 1.84 0.80 0.394
H 2.062 -1.460 -3.605 -0.44 -0.55 1.51 -0.017
H -1.347 1.198 -3.549 0.68 -1.37 -0.02 0.148
H -3.115 -0.869 -3.421 1.03 -1.51 0.69 0.148
H -4.671 -4.318 -2.661 0.57 1.50 0.70 0.407
H -4.532 -3.564 -0.977 0.26 0.23 -1.79 0.255
H -6.511 -2.689 -2.487 1.77 0.84 -0.08 0.341
H -5.261 -1.844 -3.552 -0.42 -0.18 1.53 0.440
H -6.656 -0.852 -1.116 1.91 -0.17 -0.44 0.256
H -5.012 -1.362 -0.448 -0.67 0.86 -1.30 0.290
H -3.840 0.508 -1.873 -1.85 -0.28 -0.03 0.142
H -5.375 1.265 -1.204 0.39 -1.26 -1.25 0.319
H -4.705 0.580 -3.885 -0.98 0.21 0.73 0.330
C -8.572 -0.920 3.841 -0.25 0.08 -0.23 -1.006
C -7.382 -1.829 3.597 0.08 0.98 0.41 -0.235
O -7.790 -3.103 3.099 -0.12 -0.59 -0.87 -0.321
S -8.190 -3.229 1.537 -0.07 -0.41 0.63 1.124
C -8.183 -4.998 1.451 0.08 -0.03 0.14 -1.014
O -7.108 -2.722 0.733 -0.58 0.11 0.27 -0.464
O -9.543 -2.770 1.368 0.78 0.05 -0.16 -0.619
H -9.051 -0.640 2.900 0.05 -0.01 0.08 0.291
H -8.260 -0.004 4.347 0.05 -0.10 0.00 0.392
H -9.326 -1.424 4.450 0.14 0.04 0.02 0.268
H -6.659 -1.362 2.923 -0.08 -0.17 -0.08 0.238
H -6.869 -2.009 4.545 -0.04 -0.32 -0.20 0.288
H -7.171 -5.356 1.635 -0.08 0.08 0.00 0.315
H -8.508 -5.286 0.451 0.01 0.17 0.05 0.373
H -8.876 -5.390 2.195 0.05 0.09 -0.05 0.366
C 1.624 0.735 -10.095 -0.24 0.16 0.19 -0.879
C 2.661 -0.223 -9.540 -0.60 -0.22 -0.89 -0.361
O 3.331 0.329 -8.406 0.00 0.05 1.09 -0.274
S 2.571 0.315 -6.979 0.81 0.15 -0.29 1.195
C 3.978 0.709 -5.977 0.08 -0.01 -0.12 -1.012
O 2.155 -1.032 -6.681 -0.24 0.63 -0.18 -0.703
O 1.653 1.423 -6.931 0.12 -0.68 0.04 -0.487
H 0.794 0.864 -9.396 0.05 -0.03 -0.07 0.193
H 1.218 0.360 -11.037 0.10 -0.02 0.05 0.400
H 2.060 1.723 -10.263 0.02 -0.13 -0.05 0.261
H 2.214 -1.190 -9.293 0.08 0.10 0.17 0.301
H 3.425 -0.404 -10.300 0.16 0.07 0.34 0.298
H 4.702 -0.102 -6.053 -0.10 0.06 -0.03 0.369
H 3.637 0.813 -4.946 -0.10 -0.03 -0.10 0.318
H 4.406 1.648 -6.325 -0.08 -0.08 0.00 0.371
C 3.169 2.105 0.416 0.23 0.21 0.38 -0.694
C 2.990 3.003 -0.793 0.57 -1.01 0.11 -0.233
O 2.145 4.117 -0.500 -0.05 1.11 0.23 -0.216
S 2.768 5.365 0.318 -0.74 -0.29 -0.32 1.243
C 1.454 6.510 0.007 -0.03 -0.06 -0.08 -0.901
O 3.954 5.825 -0.359 -0.20 -0.36 0.52 -0.669
O 2.772 5.044 1.722 0.41 0.23 -0.60 -0.613
H 3.740 2.609 1.199 -0.06 -0.05 -0.08 0.239
H 3.701 1.194 0.144 -0.07 0.23 0.02 0.291
H 2.200 1.837 0.847 0.00 0.00 -0.11 0.219
H 3.956 3.340 -1.181 -0.11 0.15 0.07 0.338
H 2.503 2.436 -1.590 -0.16 0.33 0.00 0.096
H 1.410 6.714 -1.062 0.04 -0.08 0.09 0.325
H 1.670 7.427 0.556 0.05 -0.11 0.04 0.297
H 0.518 6.077 0.360 0.11 0.01 0.00 0.328
C -1.204 2.909 -7.205 -0.39 -0.17 -0.03 -0.917
C -0.617 3.916 -6.236 0.35 -1.06 -0.13 -0.246
O -1.162 5.219 -6.438 -0.72 0.75 0.35 -0.283
S -2.638 5.536 -5.855 0.46 0.22 -0.39 1.214
C -2.572 7.297 -6.035 0.15 0.02 -0.03 -0.941
O -2.665 5.215 -4.451 -0.12 -0.21 -0.64 -0.630
O -3.619 5.020 -6.772 0.34 0.05 0.69 -0.603
H -2.262 2.733 -6.996 0.06 0.05 -0.01 0.389
H -0.682 1.953 -7.129 0.05 0.16 0.03 0.281
H -1.134 3.273 -8.233 0.09 -0.01 0.10 0.286
H -0.755 3.595 -5.199 -0.09 0.19 -0.01 0.263
H 0.459 3.993 -6.409 -0.16 0.29 0.04 0.196
H -1.791 7.689 -5.384 -0.06 -0.09 -0.06 0.306
H -3.542 7.700 -5.743 0.03 -0.18 0.00 0.377
H -2.367 7.537 -7.078 -0.02 -0.08 0.08 0.315
C 0.582 -3.856 2.814 -0.36 -0.07 0.11 -0.965
C 1.730 -4.819 2.578 -0.41 0.75 -0.85 -0.202
O 2.127 -5.468 3.786 -0.15 -1.05 0.66 -0.287
S 1.228 -6.694 4.335 1.01 0.97 0.19 1.188
C 2.389 -7.302 5.527 0.08 0.07 -0.08 -0.634
O 1.082 -7.674 3.288 -0.36 0.43 0.26 -0.638
O 0.092 -6.157 5.038 0.21 -0.54 -0.59 -0.585
H -0.332 -4.393 3.082 0.06 0.02 -0.02 0.347
H 0.379 -3.270 1.915 0.17 -0.06 0.02 0.308
H 0.810 -3.177 3.639 0.07 -0.03 -0.12 0.289
H 1.477 -5.554 1.807 0.05 -0.09 0.18 0.223
H 2.596 -4.259 2.218 0.06 -0.24 0.23 0.250
H 3.276 -7.659 5.004 -0.11 0.05 0.00 0.305
H 1.917 -8.123 6.068 -0.02 0.06 -0.05 0.181
H 2.640 -6.497 6.217 -0.09 -0.04 -0.08 0.309
C 8.583 -0.128 1.722 -0.34 -0.07 -0.04 -0.984
C 9.172 0.896 2.674 0.27 -0.98 -0.03 -0.340
O 8.620 2.193 2.455 -0.62 0.66 0.28 -0.282
S 7.146 2.514 3.042 0.35 0.37 -0.28 1.185
C 7.204 4.272 2.834 0.16 0.01 -0.04 -0.960
O 7.126 2.215 4.450 -0.11 -0.23 -0.67 -0.670
O 6.162 1.981 2.137 0.36 0.00 0.65 -0.499
H 7.527 -0.304 1.939 0.10 0.00 -0.01 0.285
H 9.109 -1.081 1.807 0.04 0.10 0.02 0.386
H 8.646 0.223 0.688 0.09 -0.03 0.10 0.258
H 9.041 0.589 3.715 -0.11 0.17 -0.04 0.325
H 10.247 0.976 2.493 -0.15 0.34 0.03 0.267
H 7.986 4.677 3.475 -0.05 -0.10 -0.05 0.339
H 6.233 4.675 3.125 0.01 -0.18 -0.02 0.357
H 7.402 4.497 1.787 -0.04 -0.07 0.08 0.325
C 0.245 13.330 1.591 -0.30 -0.07 0.16 -0.999
C 1.395 12.367 1.357 -0.42 0.59 -0.74 -0.293
O 1.801 11.732 2.568 -0.07 -0.84 0.55 -0.272
S 0.907 10.508 3.136 0.52 0.36 0.30 1.117
C 2.077 9.914 4.325 0.13 0.09 -0.06 -0.957
O 0.758 9.517 2.100 -0.26 0.50 0.24 -0.543
O -0.225 11.048 3.840 0.32 -0.42 -0.60 -0.596
H -0.665 12.794 1.868 0.08 0.05 -0.04 0.300
H 0.036 13.906 0.687 0.10 -0.05 0.03 0.382
H 0.476 14.018 2.408 0.06 -0.03 -0.13 0.263
H 1.140 11.624 0.596 0.03 -0.09 0.18 0.289
H 2.259 12.925 0.987 0.10 -0.24 0.27 0.280
H 2.962 9.555 3.801 -0.10 0.05 0.01 0.320
H 1.610 9.098 4.877 -0.09 0.08 -0.13 0.372
H 2.331 10.727 5.006 -0.07 -0.04 -0.09 0.337
C -2.153 -11.055 9.597 0.09 0.31 0.12 -0.993
C -1.554 -11.805 8.423 -0.11 -0.38 0.92 -0.328
O -1.578 -11.020 7.232 0.53 0.53 -0.55 -0.253
S -0.462 -9.862 7.047 -0.75 -0.13 -0.50 1.163
C -0.734 -9.564 5.324 -0.07 -0.18 0.09 -0.321
O 0.847 -10.442 7.215 -0.42 0.36 0.31 -0.654
O -0.877 -8.698 7.784 0.55 -0.60 -0.08 -0.611
H -1.525 -10.209 9.885 -0.05 -0.08 -0.02 0.298
H -2.253 -11.713 10.464 0.00 -0.03 -0.11 0.388
H -3.137 -10.654 9.340 0.06 -0.13 0.01 0.258
H -0.537 -12.141 8.645 0.00 0.13 -0.15 0.324
H -2.152 -12.698 8.225 0.08 0.18 -0.31 0.276
H -0.475 -10.463 4.765 0.00 0.07 0.09 0.332
H -0.093 -8.736 5.021 -0.24 -0.26 0.14 -0.315
H -1.780 -9.300 5.172 0.10 0.02 0.08 0.346
```
Forces are in eV/Å.